The following is a DFT calculation (wB97M-V/def2-TZVPD) of 2 unconnected molecules or ions with the total composition C4H12OS2 in a non-equilibrium geometry.

Results
Structure (SMILES): CCSSCC.O
HOMO-LUMO gap: 8.2 eV
Multiplicity: 1
Energy relative to the best compared isomer or geometry (same formula, charge and spin): 19.7 kcal/mol
Charge: 0

Each atom is followed by the atoms it is bonded to, with distances in Å.
Element x y z (Å)
1 C -2.57780 -0.48761 -0.38133  C2 1.529, H7 1.084, H8 1.092, H9 1.096
2 C -1.79478 0.41021 -1.34026  C1 1.529, S3 1.799, H10 1.086, H11 1.094
3 S -0.01351 0.30352 -1.11480  C2 1.799, S4 2.093
4 S 0.18281 0.55054 0.95381  S3 2.093, C5 1.814
5 C 1.97369 0.82353 0.85135  S4 1.814, C6 1.542, H12 1.091, H13 1.089
6 C 2.78277 1.31260 2.07001  C5 1.542, H14 1.084, H15 1.092, H16 1.087
7 H -2.91090 0.06394 0.49021  C1 1.084
8 H -2.01360 -1.38729 -0.12655  C1 1.092
9 H -3.34914 -1.04301 -0.92724  C1 1.096
10 H -2.17332 1.42779 -1.34973  C2 1.086
11 H -1.88754 -0.02338 -2.34089  C2 1.094
12 H 2.41422 -0.13923 0.58689  C5 1.091
13 H 2.05712 1.55507 0.04858  C5 1.089
14 H 2.49568 0.89185 3.02659  C6 1.084
15 H 2.66686 2.39693 2.13026  C6 1.092
16 H 3.80554 1.05917 1.80406  C6 1.087
17 O -0.38941 -3.27532 -0.88430  H18 0.949, H19 0.936
18 H -0.69916 -3.07917 -1.75955  O17 0.949
19 H -0.00023 -4.12663 -0.86534  O17 0.936

=====

The following is a DFT calculation (wB97M-V/def2-TZVPD) of 2 unconnected molecules or ions with the total composition C4H12OS2 in a non-equilibrium geometry.

Results
Structure (SMILES): CCCSSC.O
HOMO-LUMO gap: 9.2 eV
Multiplicity: 1
Energy relative to the best compared isomer or geometry (same formula, charge and spin): 35.3 kcal/mol
Charge: 0

Each atom is followed by the atoms it is bonded to, with distances in Å.
Element x y z (Å)
1 C 1.33414 -1.25161 -2.14494  C2 1.535, H7 1.115, H8 1.073, H9 1.042
2 C 1.24360 0.28084 -2.15604  C1 1.535, C3 1.540, H10 1.041, H11 1.154
3 C 1.55071 0.93445 -0.79634  C2 1.540, S4 1.860, H12 1.117, H13 1.087
4 S 0.86230 -0.04134 0.62978  C3 1.860, S5 2.186
5 S -1.24988 0.19179 0.11855  S4 2.186, C6 1.847
6 C -1.52416 1.93749 0.65632  S5 1.847, H14 1.098, H15 1.162, H16 1.084
7 H 2.24190 -1.47005 -1.53555  C1 1.115
8 H 1.58952 -1.53122 -3.14845  C1 1.073
9 H 0.41835 -1.57593 -1.76870  C1 1.042
10 H 0.27288 0.55216 -2.41798  C2 1.041
11 H 2.11935 0.49099 -2.87738  C2 1.154
12 H 1.03402 1.92214 -0.71733  C3 1.117
13 H 2.53981 0.95314 -0.34685  C3 1.087
14 H -0.46449 2.22471 0.64596  C6 1.098
15 H -2.11646 1.90633 1.65522  C6 1.162
16 H -1.98726 2.61304 -0.05357  C6 1.084
17 O -1.52944 -1.92963 2.62707  H18 0.948, H19 1.035
18 H -1.91303 -2.76590 2.39979  O17 0.948
19 H -0.92365 -1.69649 1.82102  O17 1.035

=====

The following is a DFT calculation (wB97M-V/def2-TZVPD) of 2 unconnected molecules or ions with the total composition C4H12OS2 in a non-equilibrium geometry.

Results
Structure (SMILES): CCSSCC.O
HOMO-LUMO gap: 9.0 eV
Multiplicity: 1
Energy relative to the best compared isomer or geometry (same formula, charge and spin): 35.5 kcal/mol
Charge: 0

Each atom is followed by the atoms it is bonded to, with distances in Å.
Element x y z (Å)
1 C 2.96861 -1.06420 -0.39261  C2 1.531, H7 1.140, H8 1.040, H9 1.117
2 C 2.54389 -0.36543 0.90142  C1 1.531, S3 1.784, H10 1.124, H11 1.033
3 S 0.89045 0.29277 1.02265  C2 1.784, S4 1.980
4 S 0.58124 1.69563 -0.34015  S3 1.980, C5 1.892
5 C -0.84174 0.92927 -1.32394  S4 1.892, C6 1.518, H12 1.126, H13 1.082
6 C -1.01287 1.65075 -2.64877  C5 1.518, H14 1.085, H15 1.091, H16 1.116
7 H 3.20426 -0.47747 -1.34157  C1 1.140
8 H 2.46716 -1.93846 -0.64993  C1 1.040
9 H 4.05510 -1.28782 -0.26418  C1 1.117
10 H 3.43737 0.25334 1.18794  C2 1.124
11 H 2.44461 -0.79380 1.83646  C2 1.033
12 H -0.50624 -0.12600 -1.52994  C5 1.126
13 H -1.72626 1.01599 -0.70634  C5 1.082
14 H -1.98375 1.69492 -3.13025  C6 1.085
15 H -0.36567 1.08729 -3.32307  C6 1.091
16 H -0.75265 2.72963 -2.53567  C6 1.116
17 O -5.55860 -4.14723 2.13343  H18 0.952, H19 0.925
18 H -6.01677 -4.40416 1.33991  O17 0.952
19 H -5.28288 -3.29239 1.91258  O17 0.925

=====

The following is a DFT calculation (wB97M-V/def2-TZVPD) of 2 unconnected molecules or ions with the total composition C4H12OS2 in a non-equilibrium geometry.

Results
Structure (SMILES): CCCSSC.O
HOMO-LUMO gap: 9.1 eV
Multiplicity: 1
Energy relative to the best compared isomer or geometry (same formula, charge and spin): 8.8 kcal/mol
Charge: 0

Each atom is followed by the atoms it is bonded to, with distances in Å.
Element x y z (Å)
1 C 0.74560 3.41052 -0.40614  C2 1.597, H7 1.103, H8 1.103, H9 1.103
2 C 1.04380 2.16223 -1.35615  C1 1.597, C3 1.518, H10 1.107, H11 1.107
3 C 0.38360 0.89124 -0.85424  C2 1.518, S4 1.815, H12 1.107, H13 1.107
4 S 0.92171 -0.59740 -1.74310  C3 1.815, S5 1.998
5 S -0.09685 -2.04014 -0.80807  S4 1.998, C6 1.826
6 C 0.67043 -2.28844 0.82987  S5 1.826, H14 1.103, H15 1.103, H16 1.103
7 H 0.77161 3.05839 0.63882  C1 1.103
8 H -0.23669 3.87467 -0.59662  C1 1.103
9 H 1.52825 4.17631 -0.53891  C1 1.103
10 H 0.79869 2.47612 -2.38902  C2 1.107
11 H 2.14164 2.03402 -1.29492  C2 1.107
12 H -0.70024 1.00340 -1.04965  C3 1.107
13 H 0.51291 0.70747 0.22971  C3 1.107
14 H 1.76440 -2.28967 0.68898  C6 1.103
15 H 0.36774 -3.26559 1.24235  C6 1.103
16 H 0.41053 -1.50292 1.55926  C6 1.103
17 O -3.59909 -4.13795 1.61078  H18 0.984, H19 0.984
18 H -4.10764 -3.30161 1.71170  O17 0.984
19 H -3.32037 -4.37064 2.52535  O17 0.984

=====

The following is a DFT calculation (wB97M-V/def2-TZVPD) of 2 unconnected molecules or ions with the total composition C4H12OS2.

Results
Structure (SMILES): CCCSSC.O
HOMO-LUMO gap: 8.8 eV
Multiplicity: 1
Energy relative to the best compared isomer or geometry (same formula, charge and spin): 6.1 kcal/mol
Charge: 0

Each atom is followed by the atoms it is bonded to, with distances in Å.
Element x y z (Å)
1 C -0.72973 1.97402 -1.70100  C2 1.523, H7 1.099, H8 1.087, H9 1.093
2 C -1.41660 1.93328 -0.34257  C1 1.523, C3 1.535, H10 1.088, H11 1.092
3 C -0.60062 1.28611 0.78490  C2 1.535, S4 1.821, H12 1.085, H13 1.080
4 S 0.23629 -0.23205 0.22587  C3 1.821, S5 2.087
5 S 0.35278 -1.25459 2.04102  S4 2.087, C6 1.815
6 C 2.01681 -1.95879 1.87077  S5 1.815, H14 1.085, H15 1.083, H16 1.085
7 H -0.53318 0.94294 -2.02721  C1 1.099
8 H 0.20271 2.53254 -1.68892  C1 1.087
9 H -1.39370 2.42854 -2.44022  C1 1.093
10 H -2.38178 1.44252 -0.45237  C2 1.088
11 H -1.62913 2.95155 -0.00970  C2 1.092
12 H -1.28568 0.95615 1.55911  C3 1.085
13 H 0.09139 1.99144 1.22067  C3 1.080
14 H 2.77992 -1.27186 2.22062  C6 1.085
15 H 2.17639 -2.27047 0.84640  C6 1.083
16 H 2.00052 -2.83197 2.51435  C6 1.085
17 O 0.32142 -3.13262 -1.48117  H18 0.960, H19 0.971
18 H 0.15413 -2.63935 -2.28788  O17 0.960
19 H -0.36194 -2.84739 -0.85268  O17 0.971

=====

The following is a DFT calculation (wB97M-V/def2-TZVPD) of C4H12OSi in the gas phase in a non-equilibrium geometry.

Results
Structure (SMILES): C[SiH2]OC(C)C
HOMO-LUMO gap: 10.7 eV
Multiplicity: 1
Energy relative to the best compared isomer or geometry (same formula, charge and spin): 68.1 kcal/mol
Charge: 0

Each atom is followed by the atoms it is bonded to, with distances in Å.
Element x y z (Å)
1 C 2.81749 0.36091 0.69054  Si2 1.958, H7 1.148, H8 1.120, H9 1.123
2 Si 1.64264 -0.33699 -0.71177  C1 1.958, O3 1.598, H10 1.558, H11 1.450
3 O 0.22850 0.17677 -0.17448  Si2 1.598, C4 1.347
4 C -1.07765 -0.06984 -0.39438  O3 1.347, C5 1.498, C6 1.474, H12 1.142
5 C -1.56313 -1.12329 0.55394  C4 1.498, H13 1.119, H14 1.066, H15 1.137
6 C -1.86380 1.17551 -0.33138  C4 1.474, H16 1.152, H17 1.181, H18 1.086
7 H 2.70555 -0.05757 1.75371  C1 1.148
8 H 3.85467 0.21861 0.29318  C1 1.120
9 H 2.44104 1.40820 0.53992  C1 1.123
10 H 1.72180 0.51854 -2.01110  Si2 1.558
11 H 2.04954 -1.71657 -0.52606  Si2 1.450
12 H -1.27370 -0.50490 -1.43238  C4 1.142
13 H -2.22009 -0.86767 1.42271  C5 1.119
14 H -2.14537 -1.89366 0.10326  C5 1.066
15 H -0.68185 -1.80691 0.77713  C5 1.137
16 H -1.79715 1.65192 0.71550  C6 1.152
17 H -2.99999 0.87367 -0.22346  C6 1.181
18 H -1.83850 1.99327 -1.04489  C6 1.086

=====

The following is a DFT calculation (wB97M-V/def2-TZVPD) of 2 unconnected molecules or ions with the total composition C4H12P2 in a non-equilibrium geometry.

Results
HOMO-LUMO gap: 8.3 eV
Multiplicity: 1
Energy relative to the best compared isomer or geometry (same formula, charge and spin): 83.9 kcal/mol
Charge: 0

Each atom is followed by the atoms it is bonded to, with distances in Å.
Element x y z (Å)
1 C -0.38875 -0.76794 -1.11397  C4 1.540, H7 1.167, H8 1.072, H9 1.110
2 C -0.30918 -0.68481 1.28916  C4 1.535, H10 1.197, H11 1.071, H12 1.051
3 C -1.60257 1.15081 0.13421  C4 1.545, H13 1.002, H14 1.174, H15 1.158
4 C -0.36346 0.23102 0.05844  C1 1.540, C2 1.535, C3 1.545, P6 1.815
5 P 2.73291 -0.35363 -0.01199  P6 2.142, H16 1.494, H17 1.327
6 P 1.20338 1.14605 0.03000  C4 1.815, P5 2.142
7 H -0.81910 -0.17041 -2.01949  C1 1.167
8 H 0.50396 -1.30377 -1.37036  C1 1.072
9 H -1.24024 -1.47136 -1.00718  C1 1.110
10 H 0.04117 -0.04198 2.23627  C2 1.197
11 H 0.25114 -1.59566 1.23679  C2 1.071
12 H -1.17842 -1.11801 1.69141  C2 1.051
13 H -2.43566 0.59816 0.19857  C3 1.002
14 H -1.68558 1.82798 1.09022  C3 1.174
15 H -1.49976 1.84714 -0.78581  C3 1.158
16 H 3.81334 0.67681 0.05404  P5 1.494
17 H 2.62633 -0.53920 1.29798  P5 1.327
18 H 0.99957 1.15329 -2.13088  no bonds

=====

The following is a DFT calculation (wB97M-V/def2-TZVPD) of 2 unconnected molecules or ions with the total composition C4H12P2 in a non-equilibrium geometry.

Results
HOMO-LUMO gap (spin up / spin down): 8.4 / 6.9 eV
Multiplicity: 1
Energy relative to the best compared isomer or geometry (same formula, charge and spin): 118.9 kcal/mol
Charge: 0

Each atom is followed by the atoms it is bonded to, with distances in Å.
Element x y z (Å)
1 C 1.28235 0.24877 0.14998  C4 1.543, H7 1.110, H8 1.018, H9 1.007
2 C -0.26203 -1.83490 0.19219  C4 1.581, H10 1.080, H11 1.030, H12 1.053
3 C -0.31364 -0.18628 -1.74446  C4 1.506, H13 1.139, H14 1.194, H15 1.128
4 C -0.08659 -0.33091 -0.26289  C1 1.543, C2 1.581, C3 1.506, P6 1.907
5 P -1.14555 0.77368 2.30491  P6 2.070, H16 1.386, H17 1.542
6 P -1.60884 0.67707 0.28950  C4 1.907, P5 2.070
7 H 1.99613 -0.59172 0.27807  C1 1.110
8 H 1.68852 0.79982 -0.60322  C1 1.018
9 H 1.21739 0.83878 0.96324  C1 1.007
10 H -1.27720 -2.06826 -0.09352  C2 1.080
11 H 0.14472 -1.92842 1.13378  C2 1.030
12 H 0.46601 -2.34574 -0.37193  C2 1.053
13 H 0.44953 -0.74079 -2.38211  C3 1.139
14 H -1.40543 -0.47691 -2.13193  C3 1.194
15 H -0.00534 0.86539 -2.00972  C3 1.128
16 H 0.08128 1.41480 2.38219  P5 1.386
17 H -1.78462 2.15234 2.56923  P5 1.542
18 H 0.56333 2.73330 -0.66330  no bonds

=====

The following is a DFT calculation (wB97M-V/def2-TZVPD) of 2 unconnected molecules or ions with the total composition C4H12S in a non-equilibrium geometry.

Results
Structure (SMILES): CSC.CC
HOMO-LUMO gap: 9.5 eV
Multiplicity: 1
Energy relative to the best compared isomer or geometry (same formula, charge and spin): 13.8 kcal/mol
Charge: 0

Each atom is followed by the atoms it is bonded to, with distances in Å.
Element x y z (Å)
1 C -0.65739 -1.11852 -3.00186  S2 1.850, H4 1.090, H5 1.083, H6 1.087
2 S 0.01030 0.57217 -2.65989  C1 1.850, C3 1.863
3 C 1.80417 0.13389 -2.41598  S2 1.863, H7 1.084, H8 1.082, H9 1.089
4 H -0.24552 -1.76815 -2.22985  C1 1.090
5 H -1.71606 -1.32040 -3.10914  C1 1.083
6 H -0.14624 -1.39821 -3.91920  C1 1.087
7 H 2.30639 1.06350 -2.17319  C3 1.084
8 H 2.27234 -0.38871 -3.24026  C3 1.082
9 H 1.92615 -0.48407 -1.52805  C3 1.089
10 C -1.14823 0.19052 2.57164  C11 1.567, H12 1.093, H13 1.099, H14 1.087
11 C -0.20189 1.02036 3.50526  C10 1.567, H15 1.092, H16 1.087, H17 1.079
12 H -1.99976 -0.29568 3.05479  C10 1.093
13 H -1.69556 0.81016 1.84830  C10 1.099
14 H -0.50519 -0.53969 2.08791  C10 1.087
15 H 0.81135 0.75590 3.19709  C11 1.092
16 H -0.36131 0.69740 4.53060  C11 1.087
17 H -0.45357 2.06953 3.48183  C11 1.079

=====

The following is a DFT calculation (wB97M-V/def2-TZVPD) of 2 unconnected molecules or ions with the total composition C4H12S in a non-equilibrium geometry.

Results
Structure (SMILES): CCS.CC
HOMO-LUMO gap: 10.0 eV
Multiplicity: 1
Energy relative to the best compared isomer or geometry (same formula, charge and spin): 30.8 kcal/mol
Charge: 0

Each atom is followed by the atoms it is bonded to, with distances in Å.
Element x y z (Å)
1 C -1.52171 -0.48036 2.11107  C2 1.496, H4 1.138, H5 1.087, H6 1.074
2 C -0.09375 -0.75757 1.76313  C1 1.496, S3 1.941, H7 1.029, H8 1.026
3 S 0.33861 -1.31486 -0.04525  C2 1.941, H9 1.338
4 H -1.85560 0.26628 2.90217  C1 1.138
5 H -1.83358 -1.45942 2.46580  C1 1.087
6 H -2.16024 -0.22627 1.28532  C1 1.074
7 H 0.58602 0.01534 1.76773  C2 1.029
8 H 0.20086 -1.52116 2.38148  C2 1.026
9 H -0.67337 -0.55697 -0.48357  S3 1.338
10 C 0.56558 1.22203 -2.36962  C11 1.549, H12 1.128, H13 1.159, H14 1.048
11 C 0.55803 2.29051 -1.24830  C10 1.549, H15 1.150, H16 1.073, H17 1.132
12 H -0.04507 1.53788 -3.26332  C10 1.128
13 H 1.67469 1.12394 -2.69181  C10 1.159
14 H 0.16767 0.29671 -2.08161  C10 1.048
15 H -0.48287 2.77329 -1.17456  C11 1.150
16 H 0.98611 3.17662 -1.67617  C11 1.073
17 H 0.96871 1.96383 -0.24513  C11 1.132

=====

What did the second record say?
The following is a DFT calculation (wB97M-V/def2-TZVPD) of 2 unconnected molecules or ions with the total composition C4H12OS2 in a non-equilibrium geometry.

Results
Structure (SMILES): CCCSSC.O
HOMO-LUMO gap: 9.2 eV
Multiplicity: 1
Energy relative to the best compared isomer or geometry (same formula, charge and spin): 35.3 kcal/mol
Charge: 0

Each atom is followed by the atoms it is bonded to, with distances in Å.
Element x y z (Å)
1 C 1.33414 -1.25161 -2.14494  C2 1.535, H7 1.115, H8 1.073, H9 1.042
2 C 1.24360 0.28084 -2.15604  C1 1.535, C3 1.540, H10 1.041, H11 1.154
3 C 1.55071 0.93445 -0.79634  C2 1.540, S4 1.860, H12 1.117, H13 1.087
4 S 0.86230 -0.04134 0.62978  C3 1.860, S5 2.186
5 S -1.24988 0.19179 0.11855  S4 2.186, C6 1.847
6 C -1.52416 1.93749 0.65632  S5 1.847, H14 1.098, H15 1.162, H16 1.084
7 H 2.24190 -1.47005 -1.53555  C1 1.115
8 H 1.58952 -1.53122 -3.14845  C1 1.073
9 H 0.41835 -1.57593 -1.76870  C1 1.042
10 H 0.27288 0.55216 -2.41798  C2 1.041
11 H 2.11935 0.49099 -2.87738  C2 1.154
12 H 1.03402 1.92214 -0.71733  C3 1.117
13 H 2.53981 0.95314 -0.34685  C3 1.087
14 H -0.46449 2.22471 0.64596  C6 1.098
15 H -2.11646 1.90633 1.65522  C6 1.162
16 H -1.98726 2.61304 -0.05357  C6 1.084
17 O -1.52944 -1.92963 2.62707  H18 0.948, H19 1.035
18 H -1.91303 -2.76590 2.39979  O17 0.948
19 H -0.92365 -1.69649 1.82102  O17 1.035

=====

Number 8 is which compound? C4H12P2

=====

Among the records above, which one has the highest energy relative to the best compared isomer or geometry (same formula, charge and spin)? number 8